Molecular formula: C8H16N2
Method: DFT, ωB97M-V/def2-TZVPD

Values from the calculation:
Kohn-Sham gap (spin up / spin down), eV: 7.5504 / 6.2582
HOMO level (spin up / spin down), eV: -6.68 / -5.46
Total energy, eV: -11530.5325
Charge: 0
Energy relative to the best compared isomer or geometry (same formula, charge and spin), kcal/mol: 125.7
M, g mol⁻¹: 140.2

Last columns: bonded neighbours and bond lengths (Å).
Element x y z (Å)
1 N 0.8144 1.5577 0.8606  N2 1.376, C6 1.468, H14 1.022
2 N 0.0070 1.8866 -0.2041  N1 1.376, C9 1.362, H21 1.084
3 C -1.3995 -0.3943 2.0583  C8 1.490, H11 1.076, H15 1.171, H17 1.082
4 C -0.4390 -1.8788 0.2461  C8 1.527, H13 1.174, H22 1.045, H23 1.091
5 C -1.2416 0.9201 -1.9921  C9 1.509, H12 1.069, H16 1.131, H24 1.073
6 C 0.9976 0.1086 1.0089  N1 1.468, C8 1.475, C10 1.532, H18 1.144
7 C 1.2366 0.1240 -1.4609  C9 1.484, C10 1.581, H20 1.039, H25 1.140
8 C -0.2722 -0.6342 1.1142  C3 1.490, C4 1.527, C6 1.475
9 C 0.0197 0.9197 -1.1637  N2 1.362, C5 1.509, C7 1.484
10 C 1.8787 -0.4265 -0.1246  C6 1.532, C7 1.581, H19 1.056, H26 1.086
11 H -2.1906 -1.1224 2.0207  C3 1.076
12 H -1.7402 1.8528 -1.8396  C5 1.069
13 H 0.0713 -2.8768 0.5968  C4 1.174
14 H 0.5461 1.8658 1.7975  N1 1.022
15 H -0.8577 -0.3574 3.0960  C3 1.171
16 H -1.8999 0.0268 -1.7738  C5 1.131
17 H -1.7939 0.5974 1.8818  C3 1.082
18 H 1.6104 0.0231 1.9708  C6 1.144
19 H 2.8400 -0.0421 0.0813  C10 1.056
20 H 1.1488 -0.7195 -2.0617  C7 1.039
21 H -0.9686 2.2946 0.0359  N2 1.084
22 H -1.3867 -2.2101 -0.0451  C4 1.045
23 H 0.0237 -1.7255 -0.7300  C4 1.091
24 H -1.0062 0.8900 -3.0388  C5 1.073
25 H 1.9566 0.8041 -2.0264  C7 1.140
26 H 2.0450 -1.4837 -0.3079  C10 1.086

Atom charges from the Mulliken analysis, given in e for atoms 1 to 2: -0.52 -0.20